Record 1
DFT (ωB97M-V with the def2-TZVPD basis set) results for 2 unconnected molecules or ions with the total composition C2H3FS2 in a non-equilibrium geometry.

```
8
Properties=species:S:1:pos:R:3:forces:R:3
S -1.57029 -0.49028 1.30557 0.87 0.07 -0.11
C 0.92940 0.60216 2.09823 2.38 0.86 -1.96
H 1.58333 0.27873 2.85978 -0.08 -0.59 1.34
F -0.01276 -0.97232 -2.30284 -0.02 0.12 -0.67
H -1.78827 -0.09087 -3.21346 0.45 -0.11 -0.50
C -0.12344 0.01761 1.64457 -2.09 -0.29 0.37
H 1.58709 1.14991 1.37529 -1.08 -0.05 0.34
S -0.60506 -0.49496 -3.76715 -0.42 -0.01 1.19
```
Positions in Å, forces in eV/Å.

Properties
ΔE to the lowest compared entry with this formula, charge and spin (kJ/mol): 210.34
HOMO-LUMO gap (hartree): 0.3148
E_HOMO (eV): -8.708
DFT total energy (hartree): -974.1391
SMILES string: C=C=S.FS


Record 2
DFT (ωB97M-V with the def2-TZVPD basis set) results for a molecular structure, C7H19HgN2OPS in a non-equilibrium geometry.

```
32
Properties=species:S:1:pos:R:3:forces:R:3
P 2.53742 1.82658 0.85199 -0.22 -0.35 -0.32
C -4.19586 -2.43219 -1.69408 -0.20 0.30 -0.43
H 0.68635 -1.43190 -1.03751 -0.29 0.34 -2.05
H 1.15078 1.47750 0.85211 -0.65 -0.52 -0.07
H -2.96517 -4.19409 -1.26834 -0.13 0.13 0.14
H 1.93166 4.13648 0.70823 0.05 -0.17 -0.06
H -4.03518 -0.25923 -1.45518 0.19 -0.37 0.20
H -3.74397 -2.49936 -2.69012 -0.09 0.02 0.10
H 3.23062 -0.32895 0.04053 -0.14 0.26 0.01
H -0.07278 -1.13834 -1.22250 0.97 -0.43 -1.34
N -3.85548 -1.17181 -1.05047 -0.11 0.51 -0.31
H 3.68957 3.89783 0.60863 0.03 0.17 -0.03
C -3.60807 -3.47415 -0.74682 0.15 -0.14 0.50
C 2.71953 3.50584 0.28750 0.63 0.65 0.06
H 2.43723 2.18664 3.21950 0.10 -0.15 -0.18
C 3.45121 0.71455 -0.21824 0.44 0.04 -0.16
H -2.39076 -3.03896 1.00427 0.17 0.41 -0.29
H 3.18348 0.89941 -1.26789 -0.03 -0.07 0.32
H 4.52845 0.89372 -0.08987 -0.19 -0.02 -0.08
C -3.01942 -1.32088 -0.00658 0.00 -0.11 0.74
H -4.38675 -4.02137 -0.19965 0.11 0.05 -0.17
H 1.57880 -1.57144 1.03513 0.65 0.03 0.27
C -0.29062 2.81506 -1.02763 -0.23 0.08 -0.31
H 2.66928 3.55097 -0.80366 -0.11 -0.11 0.22
O -1.20504 3.10384 -1.64689 0.38 -0.25 0.38
H 4.12246 2.04117 2.64088 -0.19 -0.08 0.00
C 3.10571 1.64206 2.53958 0.30 0.08 0.27
S -2.24197 -0.04355 0.83339 -1.47 -0.33 -0.48
Hg -0.01155 -1.17814 0.59949 0.27 -0.32 3.25
N -2.83256 -2.65115 0.17825 -0.27 0.19 0.08
H -5.27859 -2.51490 -1.78845 0.01 -0.13 -0.10
H 3.11121 0.57877 2.81439 -0.13 0.26 -0.14
```
Positions in Å, forces in eV/Å.

Properties
ΔE to the lowest compared entry with this formula, charge and spin (kJ/mol): 254.51
HOMO-LUMO gap (alpha / beta) (hartree): 0.1410 / 0.1229
E_HOMO (alpha / beta) (eV): -3.354 / -2.798
DFT total energy (hartree): -1355.5342


Record 3
DFT (ωB97M-V with the def2-TZVPD basis set) results for 4 unconnected molecules or ions with the total composition C5H15FNO7S in a non-equilibrium geometry.

```
30
Properties=species:S:1:pos:R:3:forces:R:3
C 0.91849 -3.18762 -3.94094 0.34 0.35 0.10
O 1.39945 -2.37444 -2.88582 -0.09 -0.69 -0.07
S 1.16149 1.58458 -3.16626 2.99 0.20 0.56
H 0.10507 -3.80203 -3.55734 0.01 0.01 0.03
H -2.20040 2.16789 2.09633 0.05 0.04 0.19
N 1.68690 0.41788 -2.24629 -1.30 0.95 -0.50
H -2.68225 0.40869 0.71205 0.00 0.08 -0.13
H 2.11342 -1.82549 -3.23043 -0.29 0.45 0.27
H -3.61798 1.68188 3.05840 -0.03 -0.02 -0.03
C 0.20701 0.02127 4.83595 0.19 0.21 0.25
H -0.65583 0.59523 5.18471 -0.12 -0.16 -0.03
H 0.39752 -0.81405 5.51611 -0.16 -0.07 -0.04
O 2.08845 1.78252 -4.24511 -0.28 -0.77 -1.12
H 1.67335 1.43943 -0.34472 -0.22 0.11 -0.27
O 1.35262 0.86459 4.76221 0.00 -0.06 -0.06
O -0.67129 -0.67468 0.08963 0.13 0.17 -0.35
O 0.88169 2.82415 -2.49753 -1.34 0.01 0.39
O -1.01693 1.31263 -0.90142 -1.23 0.96 -0.30
F -0.19113 1.07169 -3.90985 0.13 0.25 0.43
H 1.52177 1.20051 5.64722 0.02 0.01 -0.09
H -0.00112 -0.36850 3.84289 0.09 0.07 -0.04
H 1.70782 -0.31342 -0.33538 -0.06 0.07 -0.05
O -3.40937 0.71274 1.27113 -0.14 -0.08 0.16
C -2.82227 1.32313 2.40666 0.13 -0.16 -0.41
C -0.22824 0.49574 -0.60999 1.09 -1.30 0.53
H 1.71317 -3.84224 -4.31674 -0.13 -0.11 -0.13
H -2.20948 0.59683 2.94951 0.04 0.14 0.15
H 0.54177 -2.56512 -4.75850 -0.06 -0.13 -0.08
H -1.04372 -1.28054 -0.56899 0.09 0.12 0.11
C 1.28002 0.54673 -0.85750 0.15 -0.64 0.53
```
Positions in Å, forces in eV/Å.

Properties
HOMO-LUMO gap (hartree): 0.2767
E_HOMO (eV): -4.912
Charge: -1
DFT total energy (hartree): -1278.9995


Record 4
DFT (ωB97M-V with the def2-TZVPD basis set) results for C4H7NSi in the gas phase in a non-equilibrium geometry.

```
13
Properties=species:S:1:pos:R:3:forces:R:3
H -0.00855 2.58134 1.51756 0.08 0.40 0.33
C -0.61735 -2.09477 -0.36104 -0.13 1.47 1.70
H 0.73550 -2.11715 1.27847 0.50 -0.44 1.44
H -1.54223 3.02395 -0.20481 0.57 0.03 -0.43
C -1.57174 -1.30034 0.30654 0.87 0.57 -0.73
H 1.52727 -1.68445 -0.27766 1.41 0.24 -0.36
C 0.68060 -1.64402 0.35171 -1.61 -0.46 -1.80
H 0.88100 0.49361 -0.74379 0.42 1.08 -0.19
H 1.05138 2.77069 -0.59541 0.47 1.07 -0.68
C -0.29986 -0.56726 0.17293 -1.71 -0.14 1.48
N 0.01600 0.70549 -0.26651 0.24 -0.11 -0.61
H -0.67551 -2.65198 -1.24935 -0.17 -0.81 -0.97
Si -0.17652 2.48489 0.07137 -0.94 -2.91 0.82
```
Positions in Å, forces in eV/Å.

Properties
ΔE to the lowest compared entry with this formula, charge and spin (kJ/mol): 223.22
HOMO-LUMO gap (hartree): 0.3298
E_HOMO (eV): -8.144
DFT total energy (hartree): -500.6739


Record 5
DFT (ωB97M-V with the def2-TZVPD basis set) results for 6 unconnected molecules or ions with the total composition C15H35N6O8 in a non-equilibrium geometry.

```
64
Properties=species:S:1:pos:R:3:forces:R:3
O -20.07921 -5.39097 -20.66819 0.00 -0.61 0.41
C -20.04563 -8.94545 -21.28657 -1.12 0.16 -1.46
H -20.17119 -1.03952 -27.44484 0.76 0.12 0.12
C -18.01193 1.96541 -25.45731 -0.34 -0.67 0.41
H -17.75228 2.83565 -26.05310 -0.02 -0.13 -0.21
H -18.72556 -7.77504 -19.15484 -0.40 -0.49 0.17
H -15.91849 -2.48751 -27.19704 -0.32 0.08 0.51
N -20.00777 -7.50003 -21.42332 0.23 -1.00 -0.31
C -20.34427 -0.88512 -26.37104 -0.83 -0.40 -0.96
H -16.69739 -6.18696 -27.73317 0.01 -0.12 0.36
C -19.56886 -7.08666 -19.05555 0.21 -0.42 -0.78
H -17.18390 -2.86395 -28.34972 0.03 -0.30 -0.16
H -21.32274 -0.39495 -26.43002 0.00 0.07 0.65
H -21.47984 -4.98026 -28.78987 -0.13 0.17 -0.26
N -18.99042 1.11592 -26.10622 0.00 0.67 -0.67
H -19.14674 -9.50669 -21.55720 0.48 0.31 0.95
H -19.39739 1.37172 -26.98630 0.06 0.11 -0.01
O -24.92437 -4.24636 -28.49480 0.11 -0.39 0.11
O -20.94424 -4.25273 -24.67004 -0.08 -0.83 -0.26
O -18.87978 -0.54019 -24.56875 0.40 0.60 0.51
C -24.12920 -3.38393 -28.80597 -0.21 0.64 -0.18
H -22.62224 -5.32598 -27.58047 -0.58 0.56 0.25
C -16.60150 -3.26682 -27.51986 0.49 -1.01 -0.30
H -20.10296 -7.17482 -22.38072 0.07 0.63 0.23
H -18.18229 -5.72507 -28.52221 -0.07 -0.52 -0.07
H -19.19634 -6.30093 -18.40950 -0.62 0.31 0.00
O -19.45791 -5.68516 -23.95308 -1.48 0.09 -1.07
H -20.50574 -7.56064 -18.75414 0.43 -0.20 0.82
C -22.08393 -9.88335 -26.24218 -0.62 -0.36 0.50
C -19.91679 -6.58405 -20.43604 0.51 1.81 -0.50
C -22.69846 -9.60352 -24.87874 0.38 0.14 -0.38
N -21.56208 -8.81325 -26.86995 0.69 0.06 -0.49
H -18.43190 2.30094 -24.50588 0.28 0.08 0.07
N -18.08531 -4.99202 -26.59287 -0.25 -1.61 0.14
H -22.26174 -2.63476 -28.89608 -0.06 0.09 0.01
C -22.05524 -4.49380 -27.98765 1.12 -1.23 -0.43
H -21.27895 -4.23581 -27.26774 -0.47 0.47 0.33
H -18.24484 -6.93471 -27.18263 0.12 -0.16 -0.30
H -21.86740 -9.84998 -24.21318 -0.36 0.02 0.43
H -15.96883 -4.11161 -27.81893 -0.09 0.26 -0.61
H -20.68407 -9.26707 -22.12113 -0.27 -0.05 0.25
H -19.73612 -9.31280 -27.85489 0.16 0.47 0.17
H -24.92426 -1.37839 -28.85762 -0.06 0.03 -0.03
C -20.75083 -8.96014 -28.06382 -0.28 -0.76 -0.17
N -22.81124 -3.38315 -28.51478 0.23 -0.13 0.19
H -23.01105 -8.57232 -24.72209 0.23 0.06 -0.06
H -25.47340 -2.50604 -30.13286 -0.11 0.30 -0.01
H -23.87600 -1.74076 -30.25568 0.05 0.06 0.07
H -21.14187 -9.76115 -28.69333 -0.36 0.17 0.04
H -21.33880 -7.98853 -26.32634 -0.35 0.15 0.30
H -17.14871 1.32709 -25.25970 0.21 0.41 0.16
H -18.65729 -5.36466 -25.83448 0.39 0.74 0.31
O -21.09321 -6.36057 -25.24726 -0.06 0.50 0.02
C -17.76498 -6.03468 -27.55533 -0.21 1.07 -0.55
H -20.77806 -8.02764 -28.62123 0.27 0.03 0.01
C -17.52014 -3.78950 -26.43609 -0.07 2.26 1.20
O -22.06868 -11.03377 -26.66896 0.15 0.36 -0.34
C -24.61788 -2.14523 -29.56685 0.11 -0.58 0.04
H -20.43632 -1.87326 -25.92377 -0.06 0.10 0.18
H -23.54797 -10.26241 -24.72745 0.15 -0.18 0.09
H -20.58862 -9.24214 -20.39346 0.54 -0.27 0.22
O -17.77539 -3.05594 -25.48254 0.17 -0.71 -0.61
C -19.32318 -0.09424 -25.59750 -0.48 -0.85 -0.07
N -20.52602 -5.41104 -24.62786 1.31 -0.15 1.04
```
Positions in Å, forces in eV/Å.

Properties
ΔE to the lowest compared entry with this formula, charge and spin (kJ/mol): 81.11
HOMO-LUMO gap (hartree): 0.2979
E_HOMO (eV): -5.637
Charge: -1
DFT total energy (hartree): -1523.0073


What did the first record say?
DFT (ωB97M-V with the def2-TZVPD basis set) results for 2 unconnected molecules or ions with the total composition C2H3FS2 in a non-equilibrium geometry.

```
8
Properties=species:S:1:pos:R:3:forces:R:3
S -1.57029 -0.49028 1.30557 0.87 0.07 -0.11
C 0.92940 0.60216 2.09823 2.38 0.86 -1.96
H 1.58333 0.27873 2.85978 -0.08 -0.59 1.34
F -0.01276 -0.97232 -2.30284 -0.02 0.12 -0.67
H -1.78827 -0.09087 -3.21346 0.45 -0.11 -0.50
C -0.12344 0.01761 1.64457 -2.09 -0.29 0.37
H 1.58709 1.14991 1.37529 -1.08 -0.05 0.34
S -0.60506 -0.49496 -3.76715 -0.42 -0.01 1.19
```
Positions in Å, forces in eV/Å.

Properties
ΔE to the lowest compared entry with this formula, charge and spin (kJ/mol): 210.34
HOMO-LUMO gap (hartree): 0.3148
E_HOMO (eV): -8.708
DFT total energy (hartree): -974.1391
SMILES string: C=C=S.FS


Look up the DFT total energy of the fifth one.
-1523.0073 hartree


What is the formula in the fifth record?
C15H35N6O8